[1]
The molecule C4H10N2 in a non-equilibrium geometry, computed with ωB97M-V with the def2-TZVPD basis set.

As for the electronic energy: -267.75017 a.u. Its HOMO-LUMO gap is 9.96 eV. The value obtained for the strongest force on any atom is 0.1217 hartree/bohr. The calculation puts the energy above the lowest of the compared OMol25 structures with the same formula, charge and spin at 459.89 kJ/mol. The SMILES is CC1N(C)N1C. The value obtained for the highest occupied orbital energy is -8.800 eV.

Last columns: bonded neighbours and bond lengths (Å).
Element x y z (Å)
1 C 0.7372 1.2594 1.1129  C2 1.551, H7 1.189, H8 1.054, H9 1.185
2 C -0.2292 0.7837 -0.0028  C1 1.551, N3 1.433, N5 1.446, H10 1.130
3 N 0.2620 -0.1718 -0.9505  C2 1.433, C4 1.450, N5 1.415
4 C -0.2850 0.0599 -2.2733  N3 1.450, H11 1.019, H12 1.157, H13 1.016
5 N -0.7727 -0.5549 -0.0642  C2 1.446, N3 1.415, C6 1.836
6 C -0.2101 -1.4898 1.4121  N5 1.836, H14 1.109, H15 1.076, H16 1.098
7 H 0.4723 0.8633 2.2018  C1 1.189
8 H 0.7295 2.3062 0.9939  C1 1.054
9 H 1.8072 0.8602 0.7978  C1 1.185
10 H -1.1220 1.3484 -0.4028  C2 1.130
11 H 0.4215 0.6413 -2.7222  C4 1.019
12 H -0.1897 -1.0170 -2.6858  C4 1.157
13 H -1.2710 0.2823 -2.1695  C4 1.016
14 H 0.8261 -1.8037 1.1696  C6 1.109
15 H -0.3943 -0.9525 2.3255  C6 1.076
16 H -0.7817 -2.4148 1.2573  C6 1.098

Computed natural (NBO) charges, given in elementary charges: number 1, C, carries -0.64; number 2, C, carries 0.01; number 3, N, carries -0.29; number 4, C, carries -0.41; number 5, N, carries -0.27; number 6, C, carries -0.44; number 7, H, carries 0.22; number 8, H, carries 0.22; number 9, H, carries 0.23; number 10, H, carries 0.19; number 11, H, carries 0.21; number 12, H, carries 0.19; number 13, H, carries 0.19; number 14, H, carries 0.20; number 15, H, carries 0.20; number 16, H, carries 0.21

[2]
The molecule C4H10N2 in a non-equilibrium geometry, computed with ωB97M-V with the def2-TZVPD basis set.

As for the electronic energy: -267.89920 a.u. Its HOMO-LUMO gap is 9.82 eV. The value obtained for the strongest force on any atom is 0.0275 hartree/bohr. The calculation puts the energy above the lowest of the compared OMol25 structures with the same formula, charge and spin at 68.60 kJ/mol. The SMILES is [H]/N=C/NCCC. The value obtained for the highest occupied orbital energy is -8.750 eV.

Last columns: bonded neighbours and bond lengths (Å).
Element x y z (Å)
1 H -1.0873 -1.6537 -3.4369  N2 1.014
2 N -0.7037 -0.8928 -2.8865  H1 1.014, C3 1.275
3 C -0.9610 -1.0594 -1.6486  N2 1.275, N4 1.357, H8 1.096
4 N -0.7105 -0.1161 -0.7061  C3 1.357, C5 1.464, H9 0.997
5 C -0.5411 -0.4283 0.7144  N4 1.464, C6 1.526, H10 1.085, H11 1.098
6 C 0.7986 0.0933 1.2256  C5 1.526, C7 1.523, H12 1.102, H13 1.095
7 C 1.1431 1.5598 0.9997  C6 1.523, H14 1.090, H15 1.090, H16 1.088
8 H -1.4259 -2.0058 -1.3504  C3 1.096
9 H -0.7791 0.8522 -0.9340  N4 0.997
10 H -0.5960 -1.4954 0.9038  C5 1.085
11 H -1.3739 0.0684 1.2301  C5 1.098
12 H 0.8992 -0.1312 2.3002  C6 1.102
13 H 1.5754 -0.5531 0.8044  C6 1.095
14 H 1.2429 1.6783 -0.0797  C7 1.090
15 H 0.4258 2.2788 1.3958  C7 1.090
16 H 2.0936 1.8050 1.4682  C7 1.088

Computed natural (NBO) charges, given in elementary charges: number 1, H, carries 0.33; number 2, N, carries -0.71; number 3, C, carries 0.28; number 4, N, carries -0.63; number 5, C, carries -0.21; number 6, C, carries -0.40; number 7, C, carries -0.62; number 8, H, carries 0.14; number 9, H, carries 0.40; number 10, H, carries 0.21; number 11, H, carries 0.18; number 12, H, carries 0.20; number 13, H, carries 0.20; number 14, H, carries 0.21; number 15, H, carries 0.20; number 16, H, carries 0.22

[3]
The ion C4H10N2O with charge -1 in a non-equilibrium geometry, computed with ωB97M-V with the def2-TZVPD basis set.

As for the electronic energy: -343.06332 a.u. Its HOMO-LUMO gap (alpha / beta) is 3.50 / 7.06 eV. The value obtained for the strongest force on any atom is 0.0851 hartree/bohr. The calculation puts the energy above the lowest of the compared OMol25 structures with the same formula, charge and spin at 155.62 kJ/mol. The net charge is -1. As for the spin multiplicity: 2. The value obtained for the highest occupied orbital energy (alpha / beta) is 0.440 / -3.185 eV.

Last columns: bonded neighbours and bond lengths (Å).
Element x y z (Å)
1 O 1.0370 0.2406 3.1749  C2 1.233
2 C 0.9055 -0.2870 2.0681  O1 1.233, C3 1.432, H8 1.140
3 C 0.2121 0.3196 0.9718  C2 1.432, C4 1.601, N7 1.577, H9 1.163
4 C 0.0144 -0.7711 -0.1831  C3 1.601, C5 1.562, H10 1.111, H11 1.071
5 C -0.4403 -0.2474 -1.5824  C4 1.562, N6 1.578, H12 1.118, H13 1.175
6 N 0.6847 0.4954 -2.4024  C5 1.578, H14 0.986, H15 0.963
7 N -1.2277 0.7750 1.4265  C3 1.577, H16 1.044, H17 0.967
8 H 1.1681 -1.3946 2.0085  C2 1.140
9 H 0.7721 1.2191 0.4933  C3 1.163
10 H 0.9623 -1.3373 -0.3014  C4 1.111
11 H -0.8309 -1.2765 0.2374  C4 1.071
12 H -0.8465 -0.9723 -2.3306  C5 1.118
13 H -1.2591 0.5794 -1.4209  C5 1.175
14 H 1.4509 -0.0977 -2.5841  N6 0.986
15 H 0.4489 0.7139 -3.3106  N6 0.963
16 H -1.3627 1.7883 1.6377  N7 1.044
17 H -1.6887 0.2525 2.0974  N7 0.967

Computed natural (NBO) charges, given in elementary charges: number 1, O, carries -0.75; number 2, C, carries 0.04; number 3, C, carries -0.14; number 4, C, carries -0.43; number 5, C, carries -0.22; number 6, N, carries -0.86; number 7, N, carries -0.95; number 8, H, carries 0.04; number 9, H, carries 0.16; number 10, H, carries 0.20; number 11, H, carries 0.21; number 12, H, carries 0.16; number 13, H, carries 0.20; number 14, H, carries 0.33; number 15, H, carries 0.33; number 16, H, carries 0.34; number 17, H, carries 0.35

[4]
The ion C4H10N2O with charge -1 in a non-equilibrium geometry, computed with ωB97M-V with the def2-TZVPD basis set.

As for the electronic energy: -343.10228 a.u. Its HOMO-LUMO gap (alpha / beta) is 2.68 / 9.58 eV. The value obtained for the strongest force on any atom is 0.0238 hartree/bohr. The calculation puts the energy above the lowest of the compared OMol25 structures with the same formula, charge and spin at 53.34 kJ/mol. The net charge is -1. As for the spin multiplicity: 2. The value obtained for the highest occupied orbital energy (alpha / beta) is 1.210 / -5.632 eV.

Last columns: bonded neighbours and bond lengths (Å).
Element x y z (Å)
1 C 0.6935 -0.9811 0.7201  N2 1.355, O7 1.223, H8 1.101
2 N -0.4871 -0.3570 0.4905  C1 1.355, C3 1.468, C4 1.468
3 C -1.6359 -0.8048 1.2867  N2 1.468, H9 1.087, H10 1.086, H11 1.091
4 C -0.7172 0.2898 -0.8072  N2 1.468, C5 1.516, H12 1.092, H13 1.073
5 C 0.1513 1.5175 -1.0014  C4 1.516, N6 1.466, H14 1.102, H15 1.083
6 N 1.2514 1.3003 -1.9464  C5 1.466, H16 1.016, H17 1.018
7 O 0.9890 -1.5403 1.7665  C1 1.223
8 H 1.4060 -0.8644 -0.1106  C1 1.101
9 H -1.8608 -0.0846 2.0686  C3 1.087
10 H -1.4048 -1.7849 1.6939  C3 1.086
11 H -2.4347 -0.9996 0.5688  C3 1.091
12 H -0.5952 -0.4359 -1.6142  C4 1.092
13 H -1.7541 0.5628 -0.8502  C4 1.073
14 H -0.4486 2.3723 -1.3523  C5 1.102
15 H 0.5133 1.8955 -0.0531  C5 1.083
16 H 0.9071 1.4166 -2.8956  N6 1.016
17 H 1.9391 2.0381 -1.8110  N6 1.018

Computed natural (NBO) charges, given in elementary charges: number 1, C, carries 0.52; number 2, N, carries -0.44; number 3, C, carries -0.49; number 4, C, carries -0.46; number 5, C, carries -0.63; number 6, N, carries -0.91; number 7, O, carries -0.66; number 8, H, carries 0.12; number 9, H, carries 0.19; number 10, H, carries 0.21; number 11, H, carries 0.19; number 12, H, carries 0.19; number 13, H, carries 0.19; number 14, H, carries 0.14; number 15, H, carries 0.19; number 16, H, carries 0.32; number 17, H, carries 0.33